Entry 1:
ORCA calculation (the ωB97M-V functional and the def2-TZVPD basis) on a single C4H7ClN2 molecule at a distorted geometry.

The frontier orbital gap comes out at 9.2 eV. The LUMO energy comes out at 0.4 eV. As for the structure (SMILES): [H]/N=C\NC(=C)CCl. Its spin multiplicity is 1.

Geometry as XYZ:
```
14
Properties=species:S:1:pos:R:3:forces:R:3:mulliken_charge:R:1
H 0.897 -1.611 0.901 0.80 -0.22 -0.11 0.31
N 1.755 -1.625 0.318 -2.12 2.06 -1.60 -0.66
C 1.657 -0.664 -0.583 0.37 -1.47 3.82 0.00
N 0.797 0.441 -0.773 5.01 2.89 0.23 -0.30
C -0.331 0.594 -0.072 -3.86 2.38 1.15 0.79
C -0.856 1.875 0.222 -2.08 -6.92 1.17 -1.05
C -1.072 -0.730 0.198 -0.41 -2.81 -1.23 -0.97
Cl -2.782 -0.866 -0.409 0.18 0.64 -0.03 -0.19
H 2.571 -0.577 -1.043 1.75 0.53 -2.09 0.43
H 1.451 1.443 -0.571 -2.23 -3.90 -1.43 0.33
H -0.320 2.732 0.034 0.83 1.93 -0.36 0.35
H -1.886 1.753 0.738 1.94 1.08 -0.97 0.19
H -0.686 -1.826 -0.196 -0.23 3.50 0.49 0.30
H -1.195 -0.938 1.235 0.06 0.33 0.94 0.45
```
Positions in Å, forces in eV/Å.

***

Entry 2:
ORCA calculation (the ωB97M-V functional and the def2-TZVPD basis) on a single C4H7ClN2 molecule at a distorted geometry.

The frontier orbital gap comes out at 8.3 eV. The LUMO energy comes out at 0.7 eV. Its spin multiplicity is 1.

Geometry as XYZ:
```
14
Properties=species:S:1:pos:R:3:forces:R:3:mulliken_charge:R:1
C -1.326 -0.055 1.093 -0.02 0.00 -0.23 -0.40
C 0.077 -0.086 0.903 0.21 0.04 -0.11 -0.13
C -2.217 0.028 0.092 -0.66 -0.04 0.42 -0.13
C 2.072 0.001 -0.387 0.63 0.02 -0.10 -0.83
N -0.140 0.077 -1.345 0.06 0.11 -1.46 -0.80
N 0.612 0.000 -0.302 0.29 -0.11 0.79 0.39
Cl -3.901 0.073 0.469 -0.48 0.02 0.17 -0.21
H -1.672 -0.094 2.116 -0.09 -0.01 0.02 0.29
H 0.749 -0.167 1.739 0.16 0.02 -0.01 0.36
H -2.000 0.060 -0.953 -0.11 0.00 0.11 0.39
H 2.477 0.851 0.161 -0.08 -0.04 -0.04 0.32
H 2.472 -0.919 0.039 -0.08 0.04 -0.04 0.31
H 2.381 0.074 -1.429 -0.16 -0.02 0.11 0.28
H 0.415 0.158 -2.196 0.34 -0.03 0.37 0.17
```
Positions in Å, forces in eV/Å.

***

Entry 3:
ORCA calculation (the ωB97M-V functional and the def2-TZVPD basis) on 2 unconnected molecules or ions with the total composition C4H7ClN2O2 at a distorted geometry.

The frontier orbital gap (alpha / beta) comes out at 6.4 / 6.6 eV. The LUMO energy (alpha / beta) comes out at -1.0 / -0.9 eV. Its spin multiplicity is 1.

Geometry as XYZ:
```
16
Properties=species:S:1:pos:R:3:forces:R:3:mulliken_charge:R:1
C 0.893 -0.591 0.192 1.63 -3.27 1.38 0.90
C 0.118 -1.924 0.563 0.03 2.60 2.89 -1.22
C -1.170 0.259 -0.907 -1.30 -0.43 1.30 -0.90
C 0.925 1.606 -0.620 -0.82 -0.61 0.54 -0.15
N -0.259 1.811 1.750 1.69 -5.57 0.25 -0.04
N 0.260 0.383 -0.488 -0.76 2.29 -2.26 0.00
O 2.075 -0.485 0.521 -0.99 0.14 -0.52 -0.65
O -0.108 0.608 1.955 -1.29 6.02 -0.85 -0.11
Cl 0.282 2.753 -1.759 0.14 -0.38 0.45 -0.14
H 0.744 -2.421 1.335 -0.34 0.50 -0.53 0.29
H -0.178 -2.659 -0.102 -0.13 -1.00 -2.15 0.38
H -0.846 -1.612 1.061 1.05 -0.41 -0.19 0.35
H -1.687 -0.510 -0.230 0.87 1.48 -0.79 0.29
H -1.731 1.243 -0.830 1.00 -1.19 0.09 0.36
H -1.361 -0.158 -1.906 0.79 0.40 0.03 0.32
H 2.042 1.698 -0.535 -1.56 -0.57 0.35 0.32
```
Positions in Å, forces in eV/Å.

***

Entry 4:
ORCA calculation (the ωB97M-V functional and the def2-TZVPD basis) on 2 unconnected molecules or ions with the total composition C4H7ClN2OS at a distorted geometry.

The frontier orbital gap (alpha / beta) comes out at 8.6 / 5.5 eV. The LUMO energy (alpha / beta) comes out at -0.5 / -2.1 eV. Its spin multiplicity is 1.

Geometry as XYZ:
```
16
Properties=species:S:1:pos:R:3:forces:R:3:mulliken_charge:R:1
C 0.421 1.366 1.141 0.73 -0.91 -0.72 -0.11
C -1.507 0.416 0.089 -1.44 -1.63 -0.38 0.05
C -1.542 -1.340 -1.440 -2.54 0.26 -2.09 -0.82
C -1.026 1.382 0.916 3.78 -0.97 0.33 -0.63
N 1.244 0.346 0.752 -3.81 2.19 1.51 -0.51
N -0.916 -0.643 -0.367 0.47 0.57 -0.18 -0.37
O 3.768 -1.106 1.526 -0.28 1.43 -0.83 -0.41
S 3.689 0.121 0.696 0.65 -1.24 1.07 0.54
Cl 4.086 -0.439 -1.221 0.05 -0.03 -0.43 -0.16
H 0.765 2.268 1.665 0.60 -0.57 -0.02 0.33
H -2.544 0.457 -0.104 -1.49 0.49 -0.78 0.37
H -2.293 -0.692 -2.189 1.71 -1.16 2.20 0.25
H -2.225 -2.139 -0.979 1.28 0.59 -1.02 0.28
H -0.770 -1.677 -2.171 -0.61 -0.44 0.90 0.32
H -1.693 1.996 1.441 -0.54 1.02 0.54 0.38
H 0.544 -0.317 0.247 1.44 0.39 -0.08 0.49
```
Positions in Å, forces in eV/Å.

***

Entry 5:
ORCA calculation (the ωB97M-V functional and the def2-TZVPD basis) on a single C4H7ClN2S molecule at a distorted geometry.

The frontier orbital gap comes out at 9.7 eV. The LUMO energy comes out at 0.5 eV. As for the structure (SMILES): [H]/N=C1\NC[C@H](S)[C@@H]1Cl. Its spin multiplicity is 1.

Geometry as XYZ:
```
15
Properties=species:S:1:pos:R:3:forces:R:3:mulliken_charge:R:1
H -3.021 -0.572 -0.823 1.34 -0.14 -0.54 0.25
N -2.112 -0.979 -1.162 2.73 -1.23 2.09 -0.69
C -1.170 -0.738 -0.264 -4.14 4.44 -1.09 0.22
N -1.542 0.431 0.619 -2.80 -4.16 4.38 -0.65
C -0.452 0.406 1.858 -3.43 3.38 -1.48 -0.70
C 0.700 0.238 0.943 1.80 0.02 1.67 -0.10
S 0.806 1.856 0.158 0.49 0.90 -1.49 -0.23
C 0.306 -0.916 0.066 -2.21 -0.14 -0.31 0.19
Cl 1.286 -1.219 -1.259 1.46 -0.66 -1.65 -0.16
H -2.576 0.032 1.047 3.54 1.92 -1.26 0.34
H -0.527 1.445 2.330 0.44 -1.22 -0.98 0.31
H -0.758 -0.170 2.686 0.08 -1.98 0.43 0.34
H 1.679 -0.019 1.513 -1.40 0.72 -1.25 0.34
H -0.477 1.946 -0.405 1.40 -0.35 0.78 0.20
H 0.197 -1.734 0.728 0.70 -1.49 0.70 0.34
```
Positions in Å, forces in eV/Å.

***

Entry 6:
ORCA calculation (the ωB97M-V functional and the def2-TZVPD basis) on a gas-phase ion, C4H7ClNO (charge +1) at a distorted geometry.

The frontier orbital gap comes out at 12.0 eV. The LUMO energy comes out at -4.0 eV. As for the structure (SMILES): C[N@@H+]1C[C@H]1C(=O)Cl. Its spin multiplicity is 1. As for the total charge: +1.

Geometry as XYZ:
```
14
Properties=species:S:1:pos:R:3:forces:R:3:mulliken_charge:R:1
C -0.178 0.936 -0.745 1.00 0.58 -2.78 -0.81
N -0.091 -0.496 -0.377 0.96 -0.39 -1.32 0.04
C -0.302 -0.972 0.984 -2.79 1.01 1.77 -0.40
C 1.086 -0.924 0.421 -1.32 -2.50 0.35 -0.29
C 1.570 -2.290 -0.182 0.53 0.83 0.30 0.58
O 1.101 -2.661 -1.217 0.16 -0.07 0.70 -0.44
Cl 2.781 -3.125 0.748 -0.67 0.47 -0.49 -0.07
H 0.842 1.221 -1.212 -1.45 0.09 1.76 0.35
H -0.826 1.257 -1.592 -0.10 -1.48 0.27 0.34
H -0.679 1.429 0.054 0.78 0.84 0.99 0.32
H -0.116 -1.286 -1.094 -0.53 1.21 0.27 0.38
H -1.088 -1.802 1.096 1.96 0.78 -0.24 0.26
H -0.598 -0.085 1.690 0.85 -1.81 -1.32 0.28
H 1.714 -0.215 0.908 0.63 0.44 -0.27 0.46
```
Positions in Å, forces in eV/Å.

***

Entry 7:
ORCA calculation (the ωB97M-V functional and the def2-TZVPD basis) on a molecular structure, C4H7ClNO4PZn at a distorted geometry.

The frontier orbital gap comes out at 2.4 eV. The LUMO energy comes out at -13.0 eV. Its spin multiplicity is 1. As for the total charge: +2.

Geometry as XYZ:
```
19
Properties=species:S:1:pos:R:3:forces:R:3:mulliken_charge:R:1
O 0.818 2.763 0.802 -6.59 -5.40 -4.08 -0.37
C 0.009 1.963 0.095 7.13 3.49 1.49 0.30
N -1.469 1.745 0.328 1.88 -1.71 0.99 -0.28
P -1.841 1.175 1.976 3.15 -1.08 -0.32 0.85
O -1.044 -0.403 2.120 -1.65 4.52 1.60 -0.38
Cl -1.009 2.408 3.490 -1.40 -1.71 -2.31 0.02
O 0.626 1.268 -1.066 -1.79 1.12 3.75 -0.28
C 1.398 0.090 -0.643 -1.62 -3.45 -1.03 -0.21
C 0.484 -1.202 -1.465 2.10 -3.63 -0.86 0.08
C 1.479 -2.478 -2.094 -3.43 0.25 4.31 -0.45
O 0.516 -2.600 -0.767 0.96 4.63 -2.38 -0.35
H -1.718 0.928 -0.308 0.18 1.05 0.58 0.43
H -0.640 -0.348 3.057 -0.52 -0.66 -1.54 0.39
H 1.281 -0.207 0.482 0.49 0.97 -2.08 0.21
H 2.487 0.027 -1.066 -2.23 0.73 0.91 0.37
H -0.521 -0.864 -2.137 2.83 -1.03 2.18 0.22
H 2.589 -2.466 -1.711 -2.29 -0.12 -1.23 0.27
H 0.901 -3.402 -2.533 2.00 2.30 -0.42 0.35
Zn -4.347 1.603 1.441 0.82 -0.25 0.45 0.84
```
Positions in Å, forces in eV/Å.

***

Entry 8:
ORCA calculation (the ωB97M-V functional and the def2-TZVPD basis) on 2 unconnected molecules or ions with the total composition C4H7ClO2 at a distorted geometry.

The frontier orbital gap comes out at 7.5 eV. The LUMO energy comes out at 0.3 eV. Its spin multiplicity is 1.

Geometry as XYZ:
```
14
Properties=species:S:1:pos:R:3:forces:R:3:mulliken_charge:R:1
C 0.107 1.932 -1.698 1.59 -2.08 -0.46 -0.01
C -1.721 -0.828 0.679 1.25 0.05 -1.85 -0.81
C 1.968 -0.475 0.285 -1.82 -0.28 0.15 -0.51
C -0.275 -1.025 0.927 0.84 0.50 0.79 0.38
O -0.836 2.570 -1.379 -0.85 0.43 0.20 -0.38
O 0.655 -0.434 0.217 -1.82 -1.37 1.27 -0.21
Cl 0.064 -1.778 2.445 0.90 0.04 -0.27 -0.21
H 0.123 0.793 -1.892 -0.58 1.24 0.15 0.16
H -2.225 -1.796 0.805 -0.23 0.70 0.17 0.33
H -1.614 -0.615 -0.379 -1.05 0.03 -0.65 0.22
H -2.165 0.072 1.100 -0.19 -0.31 0.60 0.27
H 2.439 -0.963 1.068 0.74 -0.73 1.33 0.31
H 2.345 0.213 -0.368 1.41 1.33 -1.46 0.23
H 1.135 2.335 -1.809 -0.17 0.44 0.03 0.23
```
Positions in Å, forces in eV/Å.